C27H19F5I2N7OPRu | wB97M-V/def2-TZVPD

Summary:
E: -3029.63192 Ha
Maximum force: 2.66 eV Å⁻¹
Frontier orbital gap (alpha / beta): 7.30 / 6.71 eV
Total charge: +1
E_HOMO (alpha / beta): -10.0 / -10.2 eV
Energy relative to the best compared isomer or geometry (same formula, charge and spin): 0.0 kcal/mol
Multiplicity: 2

Atoms and positions in Å:
Ru -0.225 -0.500 -0.093
C 4.333 0.758 2.895
N 3.268 -0.093 2.368
C 3.049 -1.397 2.716
C 1.967 -1.816 1.997
N 1.529 -0.785 1.219
C 2.324 0.248 1.455
P 2.223 1.881 0.671
C 0.459 2.181 1.014
N -0.432 1.214 1.200
C -1.630 1.837 1.462
C -1.442 3.181 1.457
N -0.111 3.388 1.176
C 0.521 4.695 1.027
C 2.009 1.279 -1.022
N 1.317 0.188 -1.315
C 1.382 0.023 -2.674
C 2.153 1.015 -3.195
N 2.557 1.797 -2.138
C 3.341 3.019 -2.265
H 4.884 0.193 3.640
H 3.913 1.645 3.363
H 5.013 1.055 2.100
H 3.673 -1.911 3.427
H 1.494 -2.784 1.984
H -2.530 1.277 1.653
H -2.125 3.998 1.616
H 0.061 5.394 1.720
H 0.396 5.057 0.008
H 1.580 4.616 1.258
H 0.901 -0.810 -3.159
H 2.452 1.226 -4.207
H 4.234 2.822 -2.853
H 3.635 3.366 -1.279
H 2.745 3.788 -2.754
I -0.675 -4.327 -3.418
C -1.252 -4.210 -1.429
C -2.011 -5.252 -0.844
C -2.435 -5.188 0.454
I -3.496 -6.791 1.253
C -2.144 -4.036 1.230
C -2.550 -3.794 2.560
C -2.221 -2.621 3.188
C -1.495 -1.647 2.488
N -1.103 -1.844 1.249
C -1.395 -3.017 0.614
C -0.895 -3.104 -0.707
O -0.145 -2.108 -1.166
H -2.257 -6.117 -1.445
H -3.130 -4.546 3.081
H -2.519 -2.436 4.210
H -1.220 -0.702 2.941
F -0.322 2.501 -1.727
C -1.322 1.642 -2.061
C -1.530 0.478 -1.349
C -2.648 -0.248 -1.745
F -2.991 -1.370 -1.087
C -3.476 0.122 -2.788
F -4.535 -0.610 -3.117
C -3.198 1.279 -3.490
F -3.978 1.661 -4.495
C -2.120 2.051 -3.114
F -1.858 3.190 -3.758



C42H31Br2FN2O7 | wB97M-V/def2-TZVPD

Summary:
E: -7503.14696 Ha
Maximum force: 0.86 eV Å⁻¹
Frontier orbital gap: 8.26 eV
Total charge: 0
E_HOMO: -9.4 eV

Atoms and positions in Å:
C -3.321 -2.754 1.829
C -3.536 -1.271 2.112
Br -3.273 -0.253 0.478
C -2.760 -0.728 3.368
Br -1.829 0.974 3.161
C -1.828 -1.720 4.031
C -2.166 -2.316 5.269
C -3.482 -2.029 5.974
N -4.537 -3.008 5.638
C -1.269 -3.225 5.902
C -1.550 -3.825 7.261
C -1.217 -2.819 8.372
O 0.197 -2.799 8.546
C -0.070 -3.577 5.290
C 0.248 -2.984 4.081
C -0.599 -2.070 3.474
C 0.037 -1.652 2.192
O -0.385 -1.047 1.262
N 1.382 -2.206 2.198
F 2.297 -1.167 2.380
C 1.473 -3.176 3.265
O 2.345 -3.974 3.387
H -3.920 -3.365 2.507
H -3.699 -2.964 0.829
H -2.278 -3.055 1.837
H -4.589 -1.120 2.335
H -3.518 -0.468 4.089
H -3.859 -1.033 5.772
H -3.352 -2.079 7.052
H -4.746 -2.933 4.648
H -4.167 -3.941 5.783
H -0.885 -4.669 7.434
H -2.597 -4.110 7.352
H -1.713 -3.097 9.305
H -1.556 -1.814 8.111
H 0.497 -1.887 8.548
H 0.621 -4.271 5.751
C -2.346 8.342 -3.321
C -2.403 7.943 -4.652
C -2.188 6.617 -4.989
C -1.906 5.686 -3.997
C -1.830 6.091 -2.664
C -2.061 7.420 -2.329
C -1.489 5.120 -1.584
O -1.431 5.474 -0.425
C -1.217 3.710 -1.976
C -0.845 2.796 -0.998
C -0.600 1.477 -1.340
C -0.732 1.061 -2.660
C -1.096 1.968 -3.641
C -1.333 3.295 -3.306
C -1.695 4.260 -4.381
O -1.812 3.903 -5.535
H -2.522 9.378 -3.059
H -2.616 8.668 -5.426
H -2.234 6.294 -6.020
H -2.010 7.720 -1.292
H -0.748 3.127 0.028
H -0.308 0.768 -0.575
H -0.541 0.029 -2.924
H -1.195 1.656 -4.671
C 3.242 -1.629 -0.555
C 4.552 -2.096 -0.556
C 5.316 -2.032 -1.710
C 4.768 -1.511 -2.876
C 3.445 -1.062 -2.882
C 2.691 -1.114 -1.717
C 2.816 -0.541 -4.128
O 1.667 -0.149 -4.136
C 3.640 -0.523 -5.371
C 3.062 -0.088 -6.557
C 3.814 -0.053 -7.719
C 5.148 -0.445 -7.700
C 5.727 -0.884 -6.522
C 4.974 -0.932 -5.355
C 5.610 -1.436 -4.103
O 6.774 -1.777 -4.088
H 2.647 -1.670 0.346
H 4.978 -2.508 0.350
H 6.337 -2.387 -1.718
H 1.671 -0.754 -1.728
H 2.025 0.219 -6.560
H 3.361 0.283 -8.643
H 5.735 -0.411 -8.608
H 6.763 -1.195 -6.497



C6H10Si | wB97M-V/def2-TZVPD

Summary:
E: -523.87366 Ha
Maximum force: 6.21 eV Å⁻¹
Frontier orbital gap: 8.54 eV
Total charge: 0
E_HOMO: -8.3 eV
Energy relative to the best compared isomer or geometry (same formula, charge and spin): 99.3 kcal/mol

Atoms and positions in Å:
C 1.114 0.105 2.058
C 0.281 -0.936 2.030
C 1.383 0.813 0.697
C -0.297 -0.981 -0.245
C 0.801 0.100 -0.422
C 0.628 1.066 -1.604
Si -2.112 -0.610 -0.642
H 1.738 0.473 2.921
H 0.340 -1.704 2.734
H 2.331 1.266 0.616
H -0.045 -2.061 -0.316
H 0.452 0.546 -2.573
H 1.468 1.641 -1.733
H -0.233 1.521 -1.321
H -3.132 -1.637 -0.371
H -1.987 -0.014 -1.919
H -2.731 0.412 0.089



C21H65BaF6O18 | wB97M-V/def2-TZVPD

Summary:
E: -2817.97529 Ha
Maximum force: 4.37 eV Å⁻¹
Frontier orbital gap: 6.85 eV
Total charge: -1
E_HOMO: -5.6 eV

Atoms and positions in Å:
Ba 20.170 -28.203 11.448
O 22.702 -27.605 11.980
H 23.013 -27.542 11.056
C 21.070 -32.225 12.047
O 22.277 -32.235 12.858
O 20.635 -30.882 12.121
C 21.375 -32.829 10.600
F 20.294 -32.970 9.850
F 22.236 -32.100 9.880
F 21.865 -34.062 10.730
C 22.258 -33.084 14.008
C 23.640 -33.163 14.549
H 24.180 -32.216 14.554
H 23.755 -33.673 15.505
H 24.166 -33.821 13.857
H 21.899 -34.096 13.821
H 21.549 -32.752 14.766
H 20.326 -32.869 12.515
C 19.309 -29.655 8.311
O 20.498 -28.923 8.666
O 18.553 -29.471 9.459
C 18.673 -29.308 6.961
F 19.521 -29.561 5.927
F 17.626 -30.037 6.638
F 18.316 -28.028 6.850
C 21.702 -29.282 7.924
C 22.913 -28.599 8.581
H 23.861 -28.952 8.174
H 22.843 -27.512 8.573
H 22.848 -28.831 9.644
H 21.628 -28.917 6.900
H 21.871 -30.358 7.973
H 19.637 -30.694 8.298
C 26.017 -27.074 10.905
O 25.351 -27.138 12.143
H 27.090 -27.211 11.037
H 25.621 -27.826 10.223
H 25.745 -26.102 10.494
H 24.432 -27.313 11.929
C 25.452 -30.763 6.016
O 25.009 -31.336 4.806
H 24.814 -29.905 6.231
H 25.193 -31.493 6.782
H 26.487 -30.423 6.043
H 24.107 -31.665 4.840
C 18.666 -31.245 3.142
O 17.838 -31.652 2.051
H 19.290 -32.075 3.471
H 19.319 -30.509 2.672
H 18.080 -30.851 3.972
H 18.066 -32.552 1.804
C 24.732 -26.085 6.104
O 25.780 -25.104 5.896
H 25.016 -27.046 5.676
H 24.470 -26.302 7.140
H 23.837 -25.791 5.555
H 26.087 -25.345 5.019
C 22.108 -29.235 3.520
O 22.283 -27.849 3.562
H 21.029 -29.360 3.425
H 22.571 -29.684 2.640
H 22.481 -29.756 4.401
H 23.219 -27.693 3.418
C 17.125 -31.743 11.635
O 16.577 -31.277 10.457
H 16.494 -32.464 12.154
H 18.062 -32.253 11.416
H 17.319 -30.907 12.306
H 17.252 -30.716 10.067
C 22.822 -24.657 10.087
O 23.557 -24.447 11.311
H 23.079 -25.622 9.652
H 21.746 -24.647 10.260
H 22.962 -23.880 9.336
H 24.421 -24.167 11.001
C 20.769 -25.962 6.092
O 21.014 -24.911 7.002
H 19.855 -25.767 5.530
H 21.581 -25.906 5.367
H 20.791 -26.942 6.567
H 20.465 -25.078 7.772
C 21.900 -32.927 5.833
O 22.502 -32.471 4.652
H 22.417 -32.698 6.766
H 20.923 -32.471 5.994
H 21.736 -34.001 5.745
H 22.086 -32.924 3.915
C 15.478 -32.129 4.356
O 14.063 -31.891 4.419
H 15.887 -31.839 5.324
H 15.768 -33.155 4.130
H 15.894 -31.545 3.534
H 13.977 -30.987 4.730
C 15.946 -24.777 6.892
O 14.810 -24.866 6.076
H 15.741 -24.783 7.963
H 16.605 -25.595 6.604
H 16.446 -23.853 6.602
H 15.084 -24.904 5.157
C 15.367 -28.414 5.506
O 14.198 -29.263 5.599
H 16.178 -28.960 5.023
H 15.232 -27.481 4.959
H 15.646 -28.202 6.538
H 13.496 -28.760 6.019
C 17.299 -33.221 7.671
O 16.610 -33.458 8.914
H 18.330 -32.956 7.906
H 17.246 -34.063 6.980
H 16.826 -32.398 7.137
H 16.589 -32.626 9.392



C4H10INO2 | wB97M-V/def2-TZVPD

Summary:
E: -661.18933 Ha
Maximum force: 4.16 eV Å⁻¹
Frontier orbital gap: 8.26 eV
Total charge: 0
E_HOMO: -7.8 eV
Energy relative to the best compared isomer or geometry (same formula, charge and spin): 14.9 kcal/mol

Atoms and positions in Å:
C 0.668 1.974 -0.381
C -1.728 -0.558 -1.282
C 0.505 -0.852 2.347
C 0.263 -0.832 -0.081
N 1.104 0.667 -0.936
O -0.684 -1.377 -0.851
O -0.031 -0.257 1.143
I 1.287 0.466 -2.954
H -0.120 1.854 0.413
H 1.478 2.520 0.029
H 0.245 2.573 -1.132
H -1.710 -0.370 -2.371
H -1.772 0.290 -0.667
H -2.582 -1.213 -1.170
H -0.316 -1.305 3.088
H 1.209 -0.226 2.841
H 1.023 -1.845 2.113
H 1.159 -1.510 -0.150



C36H33Cl5N4O2Re | wB97M-V/def2-TZVPD

Summary:
E: -4139.83697 Ha
Maximum force: 0.81 eV Å⁻¹
Frontier orbital gap (alpha / beta): 4.88 / 5.16 eV
Total charge: +2
E_HOMO (alpha / beta): -12.1 / -12.1 eV
Energy relative to the best compared isomer or geometry (same formula, charge and spin): 16.8 kcal/mol
Multiplicity: 2

Atoms and positions in Å:
Re -1.280 1.147 0.230
Cl -1.774 2.779 -2.392
C -3.205 2.681 -1.415
C -3.069 2.058 -0.177
C -4.191 2.015 0.648
Cl -4.048 1.284 2.208
C -5.411 2.551 0.250
Cl -6.773 2.493 1.283
C -5.518 3.138 -1.018
Cl -7.011 3.782 -1.534
C -4.406 3.208 -1.865
Cl -4.520 3.936 -3.408
N -0.640 2.301 1.459
C -0.004 2.997 2.342
C 0.708 2.168 3.367
C -0.029 1.476 4.325
C 0.622 0.625 5.207
C 2.003 0.457 5.127
C 2.735 1.146 4.164
C 2.088 2.009 3.284
C 0.010 4.433 2.354
C -0.657 5.153 1.347
C -0.626 6.529 1.357
C 0.067 7.199 2.365
C 0.722 6.499 3.372
C 0.696 5.119 3.371
H -1.103 1.612 4.383
H 0.058 0.118 5.980
H 2.513 -0.168 5.850
H 3.813 1.047 4.123
H 2.657 2.565 2.548
H -1.194 4.618 0.573
H -1.137 7.091 0.588
H 0.092 8.281 2.365
H 1.244 7.034 4.152
H 1.190 4.567 4.159
N 1.918 -2.290 3.085
C 2.025 -2.247 1.571
C 0.760 -1.718 0.925
N 0.408 -0.339 1.296
H 2.670 -2.852 3.489
H 1.033 -2.709 3.380
H 1.973 -1.355 3.505
H 2.232 -3.262 1.233
H 2.887 -1.621 1.344
H -0.089 -2.370 1.142
H 0.920 -1.763 -0.150
H 1.206 0.286 1.207
H 0.072 -0.256 2.252
C 4.612 -4.091 -1.996
C 3.108 -4.007 -2.004
C 2.389 -4.599 -0.967
C 1.001 -4.574 -0.962
C 0.314 -3.945 -1.985
C 1.024 -3.322 -3.012
N 0.358 -2.650 -4.054
C -0.998 -2.336 -4.017
C -1.844 -2.786 -5.030
C -3.204 -2.555 -4.971
C -3.769 -1.885 -3.889
C -2.949 -1.390 -2.901
C -1.560 -1.568 -2.966
C -0.690 -0.895 -2.009
O 0.508 -0.870 -1.947
O -1.374 -0.199 -1.015
C 2.425 -3.358 -3.038
C 3.138 -2.694 -4.179
H 4.963 -4.611 -1.106
H 5.077 -3.103 -2.014
H 4.984 -4.637 -2.864
H 2.926 -5.126 -0.186
H 0.449 -5.092 -0.184
H -0.767 -3.961 -2.003
H 0.749 -2.771 -4.974
H -1.422 -3.363 -5.844
H -3.839 -2.936 -5.761
H -4.840 -1.745 -3.833
H -3.370 -0.829 -2.079
H 2.802 -1.660 -4.294
H 2.944 -3.206 -5.127
H 4.216 -2.687 -4.044



C26H30CrF5N4O2Se2 | wB97M-V/def2-TZVPD

Summary:
E: -7724.90944 Ha
Maximum force: 0.77 eV Å⁻¹
Frontier orbital gap (alpha / beta): 4.76 / 5.22 eV
Total charge: -2
E_HOMO (alpha / beta): -0.2 / -0.7 eV
Multiplicity: 2

Atoms and positions in Å:
Cr 0.731 0.609 -0.110
C -1.788 2.290 -3.573
C -2.108 3.550 -3.111
C -1.727 3.916 -1.829
C -1.022 2.999 -1.065
N -0.681 1.781 -1.526
C -1.078 1.429 -2.745
C -0.690 3.211 0.360
C -1.013 4.323 1.104
C -0.850 4.252 2.515
C -0.580 3.036 3.089
C -0.346 1.913 2.267
N -0.166 2.102 0.914
C -0.474 0.543 2.644
C -0.659 0.082 3.967
C -0.869 -1.256 4.190
C -0.892 -2.143 3.106
C -0.673 -1.624 1.839
N -0.464 -0.338 1.597
H -2.098 1.942 -4.549
H -2.667 4.242 -3.730
H -1.983 4.884 -1.424
H -0.786 0.434 -3.056
H -1.433 5.204 0.641
H -1.035 5.122 3.132
H -0.598 2.926 4.166
H -0.650 0.783 4.791
H -1.019 -1.618 5.201
H -1.066 -3.203 3.231
H -0.652 -2.269 0.972
O -1.976 -4.599 0.164
C -2.044 -4.590 -1.267
C -1.786 -3.177 -1.829
C -2.035 -3.357 -3.342
O -1.682 -2.278 -4.163
C -2.829 -2.248 -1.162
Se -3.571 -0.702 -2.153
C -0.302 -2.912 -1.496
Se 0.756 -1.271 -1.815
H -2.355 -5.425 0.467
H -3.042 -4.917 -1.589
H -1.298 -5.289 -1.671
H -3.102 -3.605 -3.471
H -1.448 -4.216 -3.695
H -2.222 -1.524 -3.821
H -2.431 -1.891 -0.211
H -3.695 -2.868 -0.917
H 0.269 -3.644 -2.078
H -0.151 -3.206 -0.456
F 2.962 2.537 -0.445
C 2.260 1.649 -1.289
F 3.234 0.737 -1.704
C 2.125 2.503 -2.561
F 3.332 2.968 -3.007
F 1.368 3.602 -2.365
F 1.596 1.811 -3.580
C 3.402 1.062 2.569
C 3.092 -0.118 1.640
C 4.321 -0.478 0.801
C 2.662 -1.339 2.464
N 1.982 0.240 0.811
H 4.243 0.819 3.227
H 2.528 1.295 3.181
H 3.649 1.941 1.975
H 5.107 -0.872 1.455
H 4.695 0.395 0.272
H 4.056 -1.231 0.058
H 3.486 -1.676 3.101
H 1.806 -1.095 3.096
H 2.373 -2.152 1.796